Here is C17H21MnN6O4S as an isolated structure from OMol25. Energies are from the ωB97M-V functional and the def2-TZVPD basis.

frontier orbital gap (spin up / spin down): 7.05 / 7.67 eV
net charge: 0
E_LUMO (spin up / spin down): -0.62 / -0.08 eV
highest occupied orbital energy (spin up / spin down): -7.674 / -7.750 eV
spin multiplicity: 5

Each line ends with the natural charge from an NBO analysis.
Positions of all 50 atoms, in Å:
Mn  0.224  0.244  -0.539  1.238
O  -0.851  1.828  2.852  -0.707
C  -0.743  0.766  2.235  0.797
O  0.257  0.461  1.487  -0.838
C  -1.798  -0.294  2.352  -0.206
C  -2.185  -0.715  3.616  -0.165
C  -3.125  -1.722  3.770  -0.228
C  -3.696  -2.295  2.643  -0.200
C  -3.330  -1.862  1.379  -0.251
C  -2.379  -0.856  1.211  -0.032
S  -2.081  -0.283  -0.440  -0.257
H  -1.739  -0.241  4.480  0.222
H  -3.410  -2.053  4.760  0.212
H  -4.433  -3.080  2.746  0.212
H  -3.785  -2.300  0.501  0.219
C  2.526  0.572  -2.377  -0.416
N  2.313  0.520  -0.920  -0.487
C  2.957  1.679  -0.293  -0.411
C  2.896  -0.721  -0.357  -0.238
C  2.076  -1.897  -0.794  -0.109
C  2.644  -3.136  -1.061  -0.204
C  1.835  -4.194  -1.447  -0.208
C  0.467  -4.003  -1.574  -0.199
C  -0.102  -2.760  -1.317  -0.245
C  0.701  -1.697  -0.920  -0.230
H  3.600  0.524  -2.595  0.189
H  2.119  1.506  -2.760  0.217
H  2.021  -0.258  -2.863  0.233
H  4.041  1.633  -0.459  0.185
H  2.752  1.672  0.773  0.221
H  2.557  2.591  -0.722  0.227
H  2.863  -0.615  0.731  0.226
H  3.950  -0.812  -0.657  0.195
H  3.715  -3.272  -0.971  0.208
H  2.273  -5.160  -1.656  0.212
H  -0.166  -4.825  -1.880  0.212
H  -1.170  -2.625  -1.422  0.234
N  0.594  3.391  0.839  -0.660
N  -0.779  3.527  0.571  -0.433
C  -1.286  3.010  -0.571  0.654
N  -2.575  3.254  -0.787  -0.748
N  -0.464  2.289  -1.362  -0.528
N  -1.000  1.867  -2.560  0.640
O  -1.854  2.497  -3.148  -0.405
O  -0.514  0.824  -2.971  -0.381
H  0.670  2.815  1.681  0.404
H  0.954  4.323  1.019  0.361
H  -1.378  3.412  1.389  0.415
H  -3.124  3.650  -0.044  0.411
H  -3.038  2.820  -1.571  0.440

Here is one molecule with the formula C17H21N3O3S in a non-equilibrium geometry from OMol25. Energies are from the ωB97M-V functional and the def2-TZVPD basis.

frontier orbital gap: 9.37 eV
net charge: 0
E_LUMO: 0.61 eV
highest occupied orbital energy: -8.756 eV
SMILES: CS(=O)(=O)N(CCc1ccccc1)CC(=O)NCc1ccncc1

Each line ends with the natural charge from an NBO analysis.
Positions of all 45 atoms, in Å:
C  -0.912  -0.653  -1.652  -0.861
S  -0.427  -1.849  -0.499  2.361
O  -1.155  -3.035  -0.413  -0.905
O  0.895  -1.787  -0.088  -0.960
N  -1.059  -0.861  0.878  -0.693
C  -2.280  -1.370  1.541  -0.194
C  -3.364  -0.111  1.804  -0.401
C  -3.780  0.343  0.339  -0.030
C  -3.061  1.228  -0.145  -0.207
C  -3.377  1.984  -1.252  -0.160
C  -4.315  1.207  -2.217  -0.186
C  -4.967  0.027  -1.501  -0.189
C  -4.546  -0.588  -0.317  -0.242
C  0.045  -0.234  1.818  -0.330
C  0.760  0.604  1.071  0.682
O  0.404  1.305  0.158  -0.633
N  2.150  0.776  1.254  -0.599
C  3.142  1.493  0.598  -0.266
C  4.200  0.499  -0.034  0.072
C  3.956  -0.716  -0.508  -0.291
C  5.100  -1.148  -1.011  0.057
N  6.317  -0.867  -1.287  -0.378
C  6.506  0.362  -0.378  -0.008
C  5.499  1.174  -0.065  -0.310
H  -0.326  -1.058  -2.624  0.221
H  -1.880  -0.631  -1.844  0.252
H  -0.587  0.327  -1.556  0.302
H  -2.551  -2.244  0.984  0.227
H  -1.987  -1.652  2.376  0.156
H  -2.937  0.603  2.484  0.209
H  -4.239  -0.711  2.439  0.201
H  -2.482  2.028  0.734  0.195
H  -2.977  2.797  -1.736  0.211
H  -4.581  1.650  -2.952  0.152
H  -5.500  -0.364  -2.310  0.202
H  -5.084  -1.387  0.070  0.229
H  -0.533  0.196  2.559  0.244
H  0.608  -0.838  2.330  0.207
H  2.468  -0.058  1.809  0.357
H  2.509  1.817  -0.195  0.247
H  3.426  2.279  1.172  0.200
H  2.903  -1.126  -0.458  0.270
H  4.782  -2.275  -1.206  0.141
H  7.607  0.620  -0.557  0.212
H  5.631  2.245  0.388  0.236

Here is one molecule with the formula C17H21N3O4 from OMol25. Energies are from the ωB97M-V functional and the def2-TZVPD basis.

frontier orbital gap: 8.32 eV
net charge: 0
E_LUMO: -0.01 eV
highest occupied orbital energy: -8.327 eV
SMILES: CCOc1ccc(C(=O)CCN[C@@H](Cc2cnc[nH]2)C(=O)O)cc1

Each line ends with the natural charge from an NBO analysis.
Positions of all 45 atoms, in Å:
C  5.677  2.908  3.147  -0.639
C  5.391  2.990  1.652  -0.067
O  4.039  3.316  1.377  -0.501
C  3.075  2.379  1.485  0.420
C  3.272  1.029  1.775  -0.340
C  2.191  0.176  1.838  -0.111
C  0.886  0.631  1.641  -0.224
C  -0.202  -0.353  1.739  0.595
O  0.011  -1.550  1.659  -0.580
C  -1.629  0.143  1.895  -0.514
C  -2.352  -0.052  0.556  -0.198
N  -2.556  -1.471  0.314  -0.674
C  -2.928  -1.820  -1.049  -0.161
C  -1.728  -2.052  -1.996  -0.438
C  -2.046  -1.728  -3.413  0.074
C  -1.557  -0.777  -4.268  -0.094
N  -2.177  -0.866  -5.473  -0.467
C  -3.030  -1.846  -5.358  0.161
N  -2.991  -2.409  -4.130  -0.527
C  -3.845  -3.058  -0.973  0.797
O  -4.146  -3.724  -1.929  -0.622
O  -4.284  -3.307  0.247  -0.666
C  0.695  1.983  1.340  -0.157
C  1.770  2.835  1.256  -0.278
H  5.416  3.849  3.625  0.218
H  6.734  2.714  3.306  0.219
H  5.099  2.114  3.614  0.212
H  5.675  2.061  1.144  0.174
H  5.960  3.812  1.209  0.198
H  4.260  0.632  1.946  0.222
H  2.340  -0.871  2.055  0.235
H  -1.672  1.183  2.206  0.224
H  -2.126  -0.474  2.647  0.241
H  -3.335  0.432  0.592  0.203
H  -1.766  0.428  -0.245  0.177
H  -1.711  -1.975  0.586  0.403
H  -3.550  -1.008  -1.452  0.228
H  -0.902  -1.413  -1.676  0.230
H  -1.404  -3.094  -1.911  0.228
H  -0.795  -0.044  -4.093  0.199
H  -3.687  -2.178  -6.137  0.193
H  -3.560  -3.152  -3.744  0.453
H  -3.855  -2.642  0.844  0.513
H  -0.291  2.372  1.140  0.214
H  1.635  3.877  1.012  0.226

Here is C17H21N3O4S3 as an isolated structure in a non-equilibrium geometry from OMol25. Energies are from the ωB97M-V functional and the def2-TZVPD basis.

frontier orbital gap: 7.43 eV
net charge: 0
E_LUMO: -0.35 eV
highest occupied orbital energy: -7.775 eV

Each line ends with the natural charge from an NBO analysis.
Positions of all 48 atoms, in Å:
O  0.873  3.019  -0.162  -0.612
C  1.629  1.996  -0.265  0.659
N  2.991  2.161  -0.059  -0.584
C  3.822  1.040  -0.031  0.205
N  3.598  -0.354  -0.380  -0.471
C  4.670  -0.985  -0.063  0.067
C  5.749  -0.312  0.365  -0.164
S  5.417  1.521  0.254  0.399
C  7.148  -0.726  0.286  -0.438
C  7.281  -2.203  -0.233  -0.422
C  5.972  -2.772  0.246  -0.366
C  4.638  -2.277  -0.439  -0.410
H  3.886  -3.002  0.019  0.230
H  4.696  -2.481  -1.374  0.217
H  6.120  -4.021  -0.232  0.177
H  5.914  -3.002  1.444  0.229
H  8.201  -2.817  0.131  0.230
H  7.202  -2.137  -1.232  0.195
H  8.051  0.000  -0.155  0.242
H  7.408  -0.749  1.567  0.189
H  3.131  3.002  0.059  0.405
C  0.801  0.713  -0.363  -0.524
C  -0.563  0.776  -0.648  -0.288
C  -1.317  0.805  -1.698  -0.150
C  -2.651  0.990  -1.918  -0.217
C  -2.905  0.801  -0.369  -0.576
S  -1.606  0.494  0.668  0.607
S  -4.582  0.958  0.313  2.370
O  -4.586  1.254  1.793  -0.921
O  -5.450  1.400  -0.524  -0.939
N  -5.108  -0.668  0.405  -0.740
C  -5.552  -1.493  -0.875  -0.234
H  -5.765  -0.668  -1.458  0.220
C  -4.417  -2.497  -1.288  -0.069
H  -4.785  -3.070  -2.075  0.200
O  -3.903  -3.044  -0.219  -0.490
C  -3.426  -2.531  0.689  0.061
H  -3.143  -3.274  1.850  0.086
C  -4.550  -1.586  1.479  -0.326
H  -4.238  -0.854  2.332  0.243
H  -5.248  -2.326  2.051  0.199
H  -2.716  -1.867  0.802  0.147
H  -3.653  -1.796  -1.595  0.157
H  -6.447  -2.223  -0.487  0.197
H  -3.484  0.969  -2.532  0.263
H  -0.632  0.712  -2.853  0.177
H  1.276  -0.127  0.367  0.301
H  1.542  0.064  -1.367  0.267

The records above yield ΔE to the lowest compared entry with this formula, charge and spin values of 0.0; 369.4; 45.2; 404.8 kcal/mol, respectively.